Entry 1:
The following is a quantum chemistry calculation of a molecular structure, C5H13BrCl2Si, from the Open Molecules 2025 dataset.

Results
spin multiplicity: 1
DFT total energy: -3982.18275 Eh
net charge: 0

XYZ file:
```
22
Properties=species:S:1:pos:R:3:forces:R:3
H -5.4123 0.1419 0.6532 0.002 -0.002 0.002
H 4.1186 0.7189 -1.9157 0.011 -0.008 0.000
H -1.2444 0.9923 0.9783 0.022 0.003 -0.065
Cl 3.1733 1.8786 0.5531 0.003 0.002 -0.003
C 4.2908 0.5279 0.2239 -0.014 -0.012 -0.017
Si -4.0447 0.5766 0.3091 -0.007 -0.026 -0.034
C -1.5226 -0.7375 -0.3248 -0.039 0.011 -0.032
H 4.1304 -0.2207 0.9954 0.009 0.002 -0.004
C -2.9329 -0.9463 0.2184 0.055 -0.022 -0.003
H -3.4464 -1.7026 -0.3777 0.023 0.008 0.051
H -1.6413 -0.3582 -1.3468 -0.014 0.011 0.049
C -0.6494 0.2158 0.4916 0.008 -0.008 0.086
H -3.5684 1.5487 1.3104 0.009 -0.003 0.002
H -1.0333 -1.7115 -0.4142 0.017 0.052 -0.024
H 4.8489 -0.8013 -1.3529 -0.001 0.002 0.000
H -0.1143 -0.3175 1.2779 -0.065 0.022 0.007
H -4.0545 1.2090 -1.0323 0.000 0.017 0.017
Br -2.8817 -1.7202 2.0299 -0.002 -0.001 -0.031
H 5.3020 0.9226 0.3033 -0.002 -0.002 0.003
C 4.0833 -0.0542 -1.1527 -0.025 0.039 0.038
H 0.0955 0.7072 -0.1327 0.014 -0.048 -0.017
Cl 2.5033 -0.8694 -1.2946 -0.006 -0.038 -0.026
```
Forces are in eV/Å.

Electronic structure analysis, Mulliken charges in units of e: H -0.142; H 0.313; H 0.327; Cl -0.176; C -0.459; Si 0.504; C -0.583; H 0.315; C -0.346; H 0.438; H 0.334; C -0.983; H -0.119; H 0.309; H 0.315; H 0.319; H -0.119; Br -0.184; H 0.320; C -0.480; H 0.250; Cl -0.151

---

Entry 2:
The following is a quantum chemistry calculation of C3H6NPS2 in the gas phase, from the Open Molecules 2025 dataset.

Results
ΔE to the lowest compared entry with this formula, charge and spin: 45.3 kcal/mol
spin multiplicity: 1
net charge: 0

XYZ file:
```
13
Properties=species:S:1:pos:R:3:forces:R:3
P 1.7187 0.3549 1.3223 -1.696 1.325 -0.933
C 1.9800 0.7707 -0.4022 -0.367 0.433 -0.498
H -0.6037 -1.6286 -0.0351 1.048 -0.121 0.071
H 0.8540 -1.6455 -1.1250 -0.376 -0.893 0.203
S 1.5612 -1.6518 1.1443 -0.035 -1.121 0.505
H -1.5532 2.6374 -0.2026 0.312 0.637 -0.559
S -0.4275 1.1182 1.3437 -0.429 0.129 0.839
H -1.6287 0.9842 -0.8215 0.009 -1.741 -2.566
C 0.4209 -2.0607 -0.1962 -0.784 0.176 0.359
H -2.7991 1.5564 0.5360 2.895 -0.379 -1.283
N 1.8849 1.1276 -1.4957 0.367 -0.217 0.153
C -1.7160 1.6020 -0.0263 -1.255 0.876 4.650
H 0.3086 -3.1648 -0.0417 0.309 0.896 -0.941
```
Forces are in eV/Å.

Electronic structure analysis, Mulliken charges in units of e: P 0.092; C 0.319; H 0.210; H 0.304; S -0.062; H 0.296; S -0.187; H 0.280; C -0.708; H 0.267; N -0.396; C -0.724; H 0.308

---

Entry 3:
The following is a quantum chemistry calculation of 12 unconnected molecules or ions with the total composition C19H24Cl33NO5, from the Open Molecules 2025 dataset.

Results
spin multiplicity: 1
DFT total energy: -16355.60994 Eh
net charge: 0

XYZ file:
```
82
Properties=species:S:1:pos:R:3:forces:R:3
C 2.5216 0.6468 -5.3651 0.154 -0.041 0.013
C -2.1873 -7.4944 -8.1065 0.080 -0.064 -0.080
Cl -0.6460 5.2879 -3.1287 0.022 0.132 -0.124
H 3.8846 4.8699 1.2046 0.317 0.006 0.193
C -0.4206 0.1716 0.9980 -0.126 0.431 -0.059
C -1.0951 3.2692 -0.5665 0.012 0.472 -0.475
Cl 0.4793 5.2493 6.7283 -0.015 -0.058 -0.025
Cl 2.0079 -4.7522 -4.8835 0.231 -0.091 0.294
H 4.0515 -5.5877 0.9372 -0.008 0.004 -0.001
H 1.2371 4.5441 0.6050 0.024 0.224 0.124
H -1.3115 2.6815 -1.4503 -0.143 0.024 -0.168
Cl -5.7472 0.6876 9.3529 0.026 -0.002 -0.035
Cl 0.3100 -2.6669 -9.6683 0.014 0.025 0.029
H -5.5346 -0.2604 7.2266 0.019 -0.004 -0.004
Cl 5.0610 -5.7562 -1.1653 -0.005 -0.083 0.006
Cl 3.9516 0.8285 -6.3773 -0.051 0.010 -0.004
C -0.8303 2.2897 0.5459 0.686 -0.602 0.198
O -0.8603 -0.8653 1.4256 0.732 1.142 -0.625
H 1.7238 1.2383 -5.7942 -0.034 -0.022 0.017
Cl 1.0837 3.9492 4.1990 -0.081 -0.075 0.395
C 2.5410 -6.4277 -4.7568 0.052 0.041 0.068
Cl -1.1378 5.1712 -5.9882 -0.021 0.018 0.017
C -2.3122 4.6840 0.8498 0.004 0.635 0.841
Cl -0.5897 6.2928 4.2342 -0.043 0.081 0.163
Cl -2.6994 3.5255 -4.1757 -0.012 0.022 0.012
H 1.5274 -2.5750 -7.6718 0.021 0.008 -0.007
Cl -1.0466 1.0980 4.4170 0.015 0.064 -0.065
Cl 1.3754 -1.3878 -0.2645 0.434 -0.634 -0.466
O 0.6879 0.8286 1.4271 -0.235 -0.658 1.328
Cl -2.9623 -9.0760 -8.0109 -0.011 0.037 0.011
C 1.1413 -3.3798 -8.2835 -0.051 -0.063 -0.028
O -1.3584 5.1189 1.4514 0.069 -0.602 -0.529
C -1.8648 5.0668 -4.3843 0.056 -0.098 -0.013
O -0.9548 0.9521 0.0171 -0.924 -0.782 0.241
Cl 1.7829 -7.2191 -3.3744 -0.015 -0.003 -0.037
C -0.1268 4.8481 5.1214 -0.013 0.176 -0.014
C -6.0911 -0.5218 8.1161 -0.023 0.006 0.094
H -2.5933 5.8607 -4.2909 -0.006 0.003 0.004
H -1.5206 2.2711 1.3926 -0.227 0.837 -0.074
H -1.0004 4.2193 5.2363 0.015 -0.028 0.001
H -2.3669 -3.4495 9.5390 -0.001 -0.010 -0.002
C 2.1237 3.9466 0.3970 -0.091 -0.435 -0.095
Cl 2.0048 -1.0441 -5.3137 -0.076 -0.041 -0.001
Cl 4.0777 -0.4933 -0.8145 -0.037 -0.003 -0.062
Cl -0.2692 -3.6715 8.5223 -0.029 -0.024 -0.010
Cl -7.8078 -0.5317 7.7089 0.028 0.002 -0.025
C 0.5992 2.2132 1.1253 0.352 0.062 -0.522
Cl -1.0809 -1.6213 5.4185 0.021 0.027 -0.224
H -4.1053 5.7418 1.2377 -0.015 0.202 0.352
H -2.0330 -0.7937 3.4500 0.028 0.033 -0.020
H 0.7165 2.7881 2.0364 -0.363 -0.086 0.285
H -2.9474 -6.7367 -7.9715 0.002 0.009 0.010
Cl 2.5030 -4.3692 -8.8145 0.008 0.014 0.031
C -1.9438 -0.4241 4.4637 0.069 -0.143 0.050
Cl -0.9145 -2.4459 11.0744 -0.029 -0.027 -0.004
N 1.6462 2.5641 0.1972 -0.137 0.387 -0.278
Cl 4.3002 -6.5178 -4.6411 -0.012 -0.010 -0.042
Cl -0.9909 -7.3039 -6.8228 -0.123 -0.250 0.147
Cl 6.1275 -6.5571 1.4148 -0.035 -0.008 0.005
H -3.7149 4.4723 2.4610 0.111 0.229 0.212
C -1.5000 -2.8082 9.4498 0.044 0.094 -0.002
C -3.7090 4.7458 1.4152 -0.132 -0.174 -1.131
H 2.6815 4.4340 2.4227 0.370 -0.084 0.077
Cl 5.5163 -3.7651 0.8997 -0.031 -0.015 0.009
O -2.2469 4.1027 -0.3627 -0.274 -0.752 0.422
Cl 2.8315 1.2250 -3.7287 -0.025 0.201 -0.065
Cl -1.9882 -1.3374 8.6145 -0.025 0.045 0.204
Cl -3.5746 -0.1617 5.1034 -0.041 0.024 -0.027
C 3.1817 4.1057 1.5162 -0.979 0.166 -0.781
H -0.2472 3.8933 -0.8142 0.281 -0.048 0.275
Cl -1.4450 -7.2539 -9.6880 -0.017 0.031 0.021
H 2.4897 4.2912 -0.5679 0.242 0.062 -0.015
Cl -5.5622 -2.1198 8.6404 -0.059 -0.055 -0.018
C 5.0574 -5.4359 0.5694 0.083 0.060 -0.040
H 2.4240 1.9201 0.2576 -0.131 -0.249 0.065
Cl 3.1128 -3.0023 -1.9446 0.007 0.134 0.040
C 2.6738 -1.3679 -1.4541 -0.016 -0.130 0.160
Cl 0.0274 -4.3377 -7.3068 -0.162 0.328 -0.420
H 3.6657 3.1449 1.6600 0.333 0.040 0.184
H 2.3204 -0.8401 -2.3265 0.020 0.034 -0.034
H -4.3442 4.0683 0.8529 -0.114 -0.133 0.064
H 2.2344 -6.9478 -5.6556 0.012 0.005 -0.010
```
Forces are in eV/Å.

Electronic structure analysis, Mulliken charges in units of e: C -0.055; C 0.015; Cl -0.076; H 0.397; C 0.169; C -0.730; Cl -0.139; Cl 0.000; H 0.284; H 0.231; H 0.357; Cl -0.120; Cl -0.139; H -0.188; Cl -0.065; Cl -0.129; C 0.777; O -0.669; H 0.327; Cl -0.146; C -0.014; Cl -0.128; C 0.768; Cl -0.112; Cl -0.123; H -0.111; Cl -0.053; Cl -0.042; O -0.309; Cl -0.128; C 0.469; O -0.433; C 0.040; O -0.498; Cl -0.124; C 0.204; C 0.552; H 0.295; H 0.439; H 0.155; H 0.239; C -0.413; Cl -0.108; Cl -0.168; Cl -0.131; Cl -0.132; C 1.510; Cl -0.071; H 0.353; H 0.103; H -1.043; H 0.292; Cl -0.126; C 0.147; Cl -0.131; N -0.167; Cl -0.120; Cl -0.080; Cl -0.136; H 0.309; C 0.080; C -1.190; H 0.148; Cl -0.101; O -0.277; Cl -0.046; Cl -0.055; Cl -0.139; C -1.113; H 0.079; Cl -0.112; H 0.503; Cl -0.106; C 0.005; H 0.137; Cl -0.015; C 0.631; Cl -0.070; H 0.275; H -0.329; H 0.335; H 0.277

---

Entry 4:
The following is a quantum chemistry calculation of C7H12N2O2 in the gas phase, from the Open Molecules 2025 dataset.

Results
ΔE to the lowest compared entry with this formula, charge and spin: 13.2 kcal/mol
spin multiplicity: 1
net charge: 0

XYZ file:
```
23
Properties=species:S:1:pos:R:3:forces:R:3
N 1.8707 0.0454 -1.0942 -1.277 0.158 0.663
O 3.3043 -1.1358 0.2203 -1.185 0.700 -0.320
H -2.6896 0.0426 -0.6821 0.021 0.142 -0.327
C -0.8556 0.2552 0.3560 0.155 -1.187 1.425
H 2.3096 -0.3867 -1.8638 0.929 -0.321 -0.800
H -0.9354 -1.3748 -1.8023 0.456 0.126 -0.122
H -2.6204 -0.8708 0.7237 -0.167 -0.685 0.892
H 0.9799 2.0249 1.2929 0.324 0.380 -0.171
C -1.5251 -1.7420 -0.9759 -0.664 -0.101 0.223
H -2.3584 -2.2451 -1.4363 -0.407 -0.394 -0.080
C 0.4365 2.4695 0.4554 -0.401 -0.020 1.111
H 0.8896 0.2313 -1.3001 0.391 -0.037 0.557
H -1.0745 1.7695 -0.9448 -0.516 0.433 0.385
C -2.0215 -0.5990 -0.1118 0.770 1.435 -1.207
C 2.2192 -0.5745 0.0800 0.677 -0.894 0.915
H 1.0735 2.7593 -0.3575 0.626 0.007 -0.309
H -0.0317 3.4133 0.8092 0.012 -0.654 -0.153
C -0.5704 1.4871 -0.0162 -0.515 0.535 -1.678
N 1.3612 -0.5812 1.2335 -0.287 -0.468 -0.442
H -0.9835 -2.4675 -0.3866 0.373 -0.227 0.026
C -0.0550 -0.4502 1.4273 1.160 0.445 0.135
O -0.5448 -0.8701 2.4496 0.093 -0.089 -0.356
H 1.8215 -1.2003 1.9236 -0.568 0.718 -0.369
```
Forces are in eV/Å.

Electronic structure analysis, Mulliken charges in units of e: N -0.321; O -0.636; H 0.370; C 0.425; H 0.286; H 0.279; H 0.375; H 0.317; C -1.101; H 0.415; C -1.244; H 0.239; H 0.355; C -0.912; C 0.370; H 0.313; H 0.400; C -0.075; N -0.046; H 0.293; C 0.216; O -0.590; H 0.272

---

Entry 5:
The following is a quantum chemistry calculation of 2 unconnected molecules or ions with the total composition C6H10N2O2, from the Open Molecules 2025 dataset.

Results
ΔE to the lowest compared entry with this formula, charge and spin: 69.7 kcal/mol
spin multiplicity: 1
net charge: 0

XYZ file:
```
20
Properties=species:S:1:pos:R:3:forces:R:3
H 1.3428 -1.7011 -0.3813 -0.038 -0.097 -0.060
O 4.1589 -1.4365 -1.0814 0.680 -0.356 -0.054
H 3.5318 -1.4801 -1.8147 0.094 -0.140 -0.089
N -2.4745 -1.4921 -0.0856 0.690 -0.139 -1.412
H 1.5452 -3.2737 -0.7766 -0.136 0.140 -0.082
C 0.3518 -2.2444 -2.0994 0.035 -0.562 -0.161
H -0.0822 -3.1865 -2.4680 0.094 0.191 0.112
C 2.2371 -1.4922 -3.8726 -0.703 -0.351 0.725
H 4.5101 -2.6218 -4.6884 -0.069 0.031 0.028
C 3.2846 -1.1039 -4.8350 -0.007 0.409 0.144
H -0.4006 -0.1908 -1.9335 -0.008 -0.295 0.118
H 2.8249 -0.5691 -5.6773 0.120 -0.216 0.198
H 3.9754 -0.3959 -4.3464 -0.190 -0.137 -0.106
H -1.3092 -1.1913 -3.0391 0.212 -0.104 0.172
H 4.9454 -1.9640 -1.3331 -0.842 0.473 0.125
C -1.7839 -1.4491 -1.0165 -0.395 0.207 1.516
C -0.7917 -1.2103 -2.0700 -0.134 0.335 -0.415
N 0.8713 -2.5139 -0.7699 0.022 0.166 0.230
O 3.9821 -2.2037 -5.3757 0.052 -0.107 -0.189
C 1.3943 -1.8430 -3.0725 0.523 0.554 -0.799
```
Forces are in eV/Å.

Electronic structure analysis, Mulliken charges in units of e: H 0.264; O -0.656; H 0.266; N -0.408; H 0.282; C 0.117; H 0.272; C 0.258; H 0.315; C -0.772; H 0.296; H 0.315; H 0.321; H 0.342; H 0.306; C 0.117; C -0.465; N -0.601; O -0.515; C -0.055

---

Entry 6:
The following is a quantum chemistry calculation of 2 unconnected molecules or ions with the total composition C4H11NO, from the Open Molecules 2025 dataset.

Results
ΔE to the lowest compared entry with this formula, charge and spin: 40.8 kcal/mol
spin multiplicity: 1
net charge: 0

XYZ file:
```
17
Properties=species:S:1:pos:R:3:forces:R:3
C -0.0116 -0.0685 2.5284 0.067 0.056 -0.383
H -0.2283 -1.8837 -0.9488 0.661 0.410 0.309
H 0.7424 -0.3920 3.2136 -0.100 -0.395 0.622
H -1.8293 -1.4262 -0.7123 -0.078 0.073 0.278
H -0.6650 0.7329 2.8436 -0.001 0.175 -0.204
C -0.9623 -0.3524 -2.3152 0.706 0.651 0.638
H -0.1388 -0.6804 -2.9512 -0.484 -0.331 -0.316
H 0.7274 -1.4353 1.1725 0.021 0.225 -0.358
N -0.4929 -0.0342 0.1269 -0.366 -0.746 1.410
C -0.8448 -0.9866 -0.9130 -1.366 -0.304 -0.903
C 0.0646 -0.5792 1.2979 0.795 0.167 -0.006
O 1.9946 1.7156 -0.3550 0.118 -0.010 0.361
H -0.7944 0.7296 -2.2687 -0.184 -0.082 0.274
H -1.9699 -0.5013 -2.6935 0.251 -0.233 -0.515
H 1.1355 1.7641 0.0799 -0.196 -0.045 -0.286
H -1.3218 0.4355 0.4873 -0.029 0.356 -0.755
H 2.4668 1.1324 0.2504 0.183 0.032 -0.165
```
Forces are in eV/Å.

Electronic structure analysis, Mulliken charges in units of e: C -0.794; H 0.407; H 0.252; H 0.281; H 0.262; C -1.037; H 0.280; H 0.220; N -0.142; C -0.476; C -0.084; O -0.651; H 0.317; H 0.294; H 0.322; H 0.239; H 0.309